Record 1
DFT (wB97M-V/def2-TZVPD) results for C3H8N4O in the gas phase at a distorted geometry.

Properties
Kohn-Sham gap in Ha: 0.35909
ΔE to the lowest compared entry with this formula, charge and spin in eV: 2.640
LUMO energy in eV: 0.712
SMILES: O=C1NNCCNN1
Calculated total energy in eV: -11246.983
M in g mol⁻¹: 116.1

```
16
Properties=species:S:1:pos:R:3:forces:R:3
C 1.274133 -0.557073 1.037011 0.794 0.058 -1.263
C -1.116677 0.906930 -0.329895 0.483 -1.075 0.067
C -1.037221 -0.622877 -0.608546 0.694 0.435 0.517
H 0.362773 1.039511 1.919302 0.336 -0.434 0.041
H 0.217484 2.377327 0.155922 0.467 -1.390 -0.337
H -1.749350 1.058758 0.537563 -0.356 0.313 0.173
H -1.492425 1.415805 -1.189822 -0.388 0.507 -0.556
H -1.795355 -0.944909 -1.286337 -0.633 -0.044 -0.614
H -1.204764 -1.208722 0.306230 0.256 0.189 -0.181
H 0.559458 -0.277145 -1.883981 -0.549 -0.685 0.803
H 1.643243 -2.068498 -0.173746 -0.360 1.085 -0.286
N 0.709185 0.670917 1.039410 -0.208 1.505 1.936
N 0.262643 1.356827 -0.088732 -1.043 1.176 -0.016
N 0.257697 -0.976724 -1.175381 -0.020 0.410 -1.174
N 1.308499 -1.085922 -0.261843 1.147 -2.186 1.304
O 1.800676 -1.084205 2.002844 -0.620 0.135 -0.413
```
Forces are in eV/Å.

---

Record 2
DFT (wB97M-V/def2-TZVPD) results for C3H8N4O in the gas phase at a distorted geometry.

Properties
Kohn-Sham gap in Ha: 0.35576
ΔE to the lowest compared entry with this formula, charge and spin in eV: 5.960
LUMO energy in eV: 0.860
SMILES: CO/N=C\N=C/NN
Calculated total energy in eV: -11243.664
M in g mol⁻¹: 116.1

```
16
Properties=species:S:1:pos:R:3:forces:R:3
C 1.879677 -1.865347 -0.698409 -2.139 -1.067 -3.560
C 0.626574 1.193277 -0.188571 -0.648 0.072 0.663
C -1.674990 0.906832 -0.428584 5.143 -0.436 -0.446
H 2.513654 -2.002118 0.079018 2.047 -0.532 2.376
H 2.333866 -1.540342 -1.619285 1.088 -0.005 -0.231
H 1.297140 -2.764838 -1.013062 0.701 0.301 0.688
H 0.931215 2.079787 0.398013 -0.124 -0.360 -0.636
H -2.641988 0.813073 -0.806636 -1.286 1.018 -1.736
H -2.750752 -0.256937 0.716867 2.384 0.694 0.886
H -0.056701 -0.832490 1.223246 -1.883 0.934 0.496
H -0.464342 0.506084 2.163236 -0.197 -0.394 -0.182
N 1.297424 0.134015 0.171772 1.176 4.877 -0.638
N -0.576990 1.376948 -1.052235 -1.086 -1.450 3.048
N -1.772586 0.197826 0.730279 -3.145 -0.827 -0.768
N -0.855804 -0.270027 1.630468 1.163 -0.763 1.007
O 0.900756 -0.935266 -0.451250 -3.193 -2.063 -0.966
```
Forces are in eV/Å.

---

Record 3
DFT (wB97M-V/def2-TZVPD) results for 2 unconnected molecules or ions with the total composition C3H8N4O at a distorted geometry.

Properties
Kohn-Sham gap (spin up / spin down) in Ha: 0.28801 / 0.28803
ΔE to the lowest compared entry with this formula, charge and spin in eV: 3.854
LUMO energy (spin up / spin down) in eV: 0.425 / 0.425
Calculated total energy in eV: -11245.769
M in g mol⁻¹: 116.1

```
16
Properties=species:S:1:pos:R:3:forces:R:3
C 1.385729 0.301419 -0.284397 -0.794 -1.120 0.216
C 0.074161 -1.311068 0.030404 1.399 1.196 0.253
N 0.830888 1.121614 -1.219410 -0.958 0.237 -0.066
N 1.475254 0.792120 1.003792 0.073 0.153 0.243
C -1.685688 0.166351 -0.553378 -0.142 -1.910 0.900
O -1.816980 0.885972 0.644618 0.237 0.151 -0.200
N -0.991732 -0.949970 -0.572830 -1.153 1.259 -0.819
N 0.635328 -2.143561 0.782562 0.069 -0.371 0.229
H -2.673746 0.709185 1.055146 0.065 0.028 -0.158
H 2.210180 -0.331655 -0.594149 -0.076 0.058 -0.050
H 0.658136 1.314550 1.299288 0.076 -0.034 -0.063
H -0.231434 1.223935 -1.059664 1.095 0.037 -0.201
H 0.933167 0.736954 -2.151374 0.027 0.015 0.051
H 1.716969 0.076707 1.677454 -0.062 -0.017 -0.083
H -0.001675 -2.832366 1.185921 -0.045 0.048 -0.089
H -2.518556 0.239813 -1.243985 0.190 0.271 -0.163
```
Forces are in eV/Å.

---

Record 4
DFT (wB97M-V/def2-TZVPD) results for 2 unconnected molecules or ions with the total composition C3H8N4O at a distorted geometry.

Properties
Kohn-Sham gap (spin up / spin down) in Ha: 0.32745 / 0.32747
ΔE to the lowest compared entry with this formula, charge and spin in eV: 3.598
LUMO energy (spin up / spin down) in eV: 0.627 / 0.627
SMILES: Cc1c[n+]([O-])n[nH]1.N
Calculated total energy in eV: -11246.025
M in g mol⁻¹: 116.1

```
16
Properties=species:S:1:pos:R:3:forces:R:3
C -0.214042 0.884187 0.068544 -0.077 0.015 0.174
C -1.450594 0.580746 0.570097 0.444 0.108 -0.483
C 0.290572 1.051301 -1.311425 0.082 -0.081 -0.098
N -0.079796 0.745033 2.286775 0.311 -0.039 1.194
N 0.584804 0.979162 1.153504 -0.556 -0.080 -0.586
N -1.312560 0.501364 1.936884 0.856 0.251 -0.921
N 0.996826 -2.171368 -0.943837 0.020 -0.016 0.105
O -2.214582 0.237138 2.738113 -0.733 -0.219 0.814
H 1.748575 -2.573647 -1.488196 0.033 -0.076 -0.032
H -2.391810 0.410662 0.095110 -0.191 -0.025 -0.035
H 0.844747 0.153988 -1.589838 -0.024 0.035 -0.043
H 0.952561 1.912558 -1.378484 -0.014 0.096 -0.062
H -0.537457 1.181283 -2.001182 -0.024 0.061 -0.071
H 1.570939 1.173414 1.185627 -0.102 -0.037 0.093
H 1.084054 -2.535401 -0.000376 -0.031 0.031 -0.068
H 0.127763 -2.530421 -1.321318 0.005 -0.024 0.019
```
Forces are in eV/Å.

---

Record 5
DFT (wB97M-V/def2-TZVPD) results for C3H8N4O in the gas phase at a distorted geometry.

Properties
Kohn-Sham gap in Ha: 0.32048
ΔE to the lowest compared entry with this formula, charge and spin in eV: 4.621
LUMO energy in eV: 0.256
SMILES: [H]/N=C(/N)N/N=C\CO
Calculated total energy in eV: -11245.003
M in g mol⁻¹: 116.1

```
16
Properties=species:S:1:pos:R:3:forces:R:3
C 1.524914 -0.050864 0.035557 -2.360 -3.640 -1.589
C -1.627292 -0.951034 -0.239904 3.068 -2.399 1.257
C -2.009040 0.319678 0.454183 -0.464 0.137 0.736
H 2.949568 0.915850 0.633679 -1.285 1.173 -1.837
H 2.948670 1.013389 -1.000679 -1.103 -0.247 0.220
H 1.040299 -1.771392 0.591133 1.872 2.456 2.041
H 0.481006 -0.033765 -1.834827 0.432 0.121 1.207
H -2.307803 -1.780394 0.169828 0.979 0.754 -1.508
H -3.132589 0.351618 0.568767 1.084 0.072 -0.404
H -1.663298 0.131216 1.520452 -0.053 0.285 -0.891
H -0.586902 1.789860 -0.030177 -3.401 -1.585 0.006
N 2.268633 1.071860 -0.219918 3.278 0.430 2.626
N 1.696062 -0.905786 0.973691 -1.158 -1.995 -0.954
N 0.448737 -0.304426 -0.833594 1.432 4.016 -2.640
N -0.418217 -1.329754 -0.693384 -5.105 -1.232 1.707
O -1.612755 1.533947 -0.094805 2.784 1.654 0.025
```
Forces are in eV/Å.

---

Record 6
DFT (wB97M-V/def2-TZVPD) results for 2 unconnected molecules or ions with the total composition C3H8N4O2 at a distorted geometry.

Properties
Kohn-Sham gap in Ha: 0.30893
ΔE to the lowest compared entry with this formula, charge and spin in eV: 5.537
LUMO energy in eV: 0.507
SMILES: CNC(=O)O.N=C1NN1
Calculated total energy in eV: -13291.082
M in g mol⁻¹: 132.1

```
17
Properties=species:S:1:pos:R:3:forces:R:3
C -1.126970 0.885610 -1.321118 0.162 -0.056 0.290
N 1.606101 -1.000150 0.620265 -4.821 -0.899 -2.563
N 1.519206 0.111722 1.503258 2.507 2.428 1.378
N -0.695156 0.343046 -0.020662 -0.303 -0.742 -0.073
C -1.024734 -1.045316 0.183991 -1.190 1.032 -0.331
C 1.311169 0.528651 0.220721 0.430 -2.908 -1.389
O -1.264135 -1.242820 1.496580 0.478 -0.402 0.004
N 1.653424 1.181813 -0.819314 0.465 -0.139 1.133
O -1.301507 -1.827910 -0.681933 0.728 0.284 0.301
H -1.416746 -2.199123 1.586512 0.018 0.219 0.116
H 2.245869 -1.440411 -0.031986 1.808 1.184 1.316
H 0.677320 0.025702 2.070836 0.201 -0.338 -0.085
H -1.040048 0.922298 0.743181 -0.007 -0.289 -0.100
H 2.517971 1.697725 -0.669015 -0.494 0.610 0.078
H -0.645808 1.853719 -1.435249 0.018 -0.035 -0.082
H -0.803787 0.221982 -2.119426 0.012 0.038 0.133
H -2.212172 0.983461 -1.326642 -0.012 0.014 -0.127
```
Forces are in eV/Å.

---

Record 7
DFT (wB97M-V/def2-TZVPD) results for C3H8N4O2 in the gas phase at a distorted geometry.

Properties
Kohn-Sham gap in Ha: 0.37128
ΔE to the lowest compared entry with this formula, charge and spin in eV: 4.975
LUMO energy in eV: 0.590
SMILES: [H]/N=C(\C(=O)NN)N(C)O
Calculated total energy in eV: -13291.644
M in g mol⁻¹: 132.1

```
17
Properties=species:S:1:pos:R:3:forces:R:3
C 0.767375 -0.089465 1.921042 0.222 1.732 -0.151
C 0.581722 -0.201584 -0.557066 0.612 0.167 -2.050
C -0.835920 -0.592637 -0.552449 -0.880 -0.312 0.518
H 1.301751 -1.061855 1.801434 0.059 0.942 0.977
H 1.151083 0.778421 2.666442 -0.536 -2.700 -1.601
H -0.291957 -0.321483 2.183937 0.631 0.442 -0.599
H 2.717865 0.300346 -0.294271 -0.729 0.138 0.348
H 0.734648 -1.061853 -2.251221 -1.201 -1.027 -0.994
H -2.847397 -0.447459 -0.392970 1.728 1.153 0.602
H -1.685763 1.709046 1.228262 -0.900 -1.469 -1.663
H -1.856348 2.420632 -0.261954 -0.817 -4.076 0.659
N 0.954177 0.584865 0.540571 0.832 -1.493 -0.275
N 1.299667 -0.631931 -1.582067 0.676 3.155 4.589
N -1.951283 0.071878 -0.151393 -1.388 2.746 0.261
N -2.188788 1.465787 0.309495 1.795 2.269 0.254
O 2.343173 0.804282 0.468172 0.885 0.432 -0.007
O -0.980593 -1.735266 -0.888808 -0.989 -2.099 -0.869
```
Forces are in eV/Å.

---

Record 8
DFT (wB97M-V/def2-TZVPD) results for C3H8N4S in the gas phase at a distorted geometry.

Properties
Kohn-Sham gap in Ha: 0.32803
ΔE to the lowest compared entry with this formula, charge and spin in eV: 4.936
LUMO energy in eV: 0.469
SMILES: [H]/N=C(\NS)N(C)N=C
Calculated total energy in eV: -20031.301
M in g mol⁻¹: 132.2

```
16
Properties=species:S:1:pos:R:3:forces:R:3
C -1.068861 -0.424923 -1.410758 -1.418 4.668 -4.402
C 2.137496 1.168892 -1.056497 -1.515 -3.953 2.787
C 0.226081 0.174172 0.604707 -1.396 -2.802 2.168
H -0.759856 -0.263952 -2.523499 -0.888 -0.319 1.799
H -1.318507 -1.400748 -1.305494 -0.140 -2.962 0.856
H -2.122148 0.186245 -1.290701 2.711 -1.007 0.052
H 2.638516 0.646586 -0.178608 -0.382 1.469 -0.865
H 2.744374 1.570991 -1.800790 0.474 1.029 -1.246
H 0.506438 0.711675 2.333928 2.198 -0.491 -1.605
H -1.851648 -0.156272 0.806819 1.647 -1.012 -0.585
H -1.205555 -2.212430 2.796790 0.135 2.267 0.089
N 0.110231 0.079295 -0.769153 -0.988 -1.774 5.899
N 0.952458 0.740881 -1.359378 5.168 5.107 -7.172
N 1.138746 0.638979 1.426658 -4.085 -0.054 -0.292
N -0.945525 -0.699925 0.976641 -1.578 2.650 3.058
S -1.182240 -0.759466 2.749337 0.054 -2.818 -0.542
```
Forces are in eV/Å.

---

Record 9
DFT (wB97M-V/def2-TZVPD) results for a molecular structure, C3H8N4S at a distorted geometry.

Properties
Kohn-Sham gap in Ha: 0.34798
ΔE to the lowest compared entry with this formula, charge and spin in eV: 4.616
LUMO energy in eV: 0.671
Calculated total energy in eV: -20031.621
M in g mol⁻¹: 132.2

```
16
Properties=species:S:1:pos:R:3:forces:R:3
C 1.111304 1.795422 -3.204620 1.303 -0.969 -1.541
C 0.178156 1.277670 -2.112016 1.151 -0.639 -1.638
C 0.260161 -0.738415 1.112732 1.347 0.081 -1.852
H 2.030362 0.797816 -3.420996 -2.535 3.787 0.791
H 0.442909 1.876790 -4.343741 2.182 0.084 3.734
H 1.499258 2.952096 -2.744769 -0.765 -3.602 -1.944
H -0.774604 1.683478 -2.292475 -1.666 0.759 0.684
H 1.972880 -0.260778 0.198296 -0.261 0.806 -1.270
H 0.117030 -1.844181 2.771769 2.893 -1.282 1.559
H -2.269422 -1.383256 2.631177 0.536 1.472 0.161
H -1.477883 0.169856 2.573586 -0.263 -0.246 -0.222
N 0.451647 0.368547 -1.271032 0.404 0.830 0.238
N 1.486741 -0.699843 0.926976 1.283 -1.911 3.187
N -0.394181 -1.518779 2.038610 -2.369 1.852 -0.761
N -1.413475 -0.816079 2.801132 -1.248 -1.430 -0.463
S -0.734587 0.041450 -0.101202 -1.994 0.407 -0.664
```
Forces are in eV/Å.

---

Record 10
DFT (wB97M-V/def2-TZVPD) results for a gas-phase ion, C3H8N5 (charge +1) at a distorted geometry.

Properties
Charge: +1
Kohn-Sham gap in Ha: 0.36974
ΔE to the lowest compared entry with this formula, charge and spin in eV: 3.102
LUMO energy in eV: -3.876
SMILES: NN1C=NCC(=[NH2+])N1
Calculated total energy in eV: -10681.379
M in g mol⁻¹: 114.1

```
16
Properties=species:S:1:pos:R:3:forces:R:3
C 0.217222 -1.891650 0.187056 1.729 -2.722 -0.680
C -0.536339 0.784430 0.387224 -0.908 2.508 2.020
C -0.756879 -0.217078 1.529605 -2.617 -0.556 -0.151
N -0.507202 -1.614145 1.147744 -0.818 1.525 1.624
N 1.037747 -1.041370 -0.538461 -1.217 3.315 1.760
N 0.158340 0.469748 -0.627588 1.393 -1.812 -1.444
N -0.940197 2.065702 0.678214 -1.786 0.908 -0.859
N 1.580455 -1.315249 -1.646431 -0.029 -1.017 -4.365
H 0.504052 -2.977111 0.023553 -0.578 1.228 -0.195
H -0.200808 0.210791 2.403502 -0.140 -0.945 -0.651
H -1.920196 -0.270375 1.861200 2.656 0.753 -0.811
H 0.474504 1.054572 -1.438428 -0.572 -0.524 1.321
H -1.705025 2.174982 1.416653 1.637 -0.323 -1.470
H -0.986395 2.860857 -0.067200 0.327 -2.229 1.773
H 2.314716 -0.722911 -1.962001 1.287 0.394 0.776
H 1.051228 -1.476449 -2.537049 -0.364 -0.502 1.352
```
Forces are in eV/Å.

---

Record 11
DFT (wB97M-V/def2-TZVPD) results for 2 unconnected molecules or ions with the total composition C3H8N5 at a distorted geometry.

Properties
Charge: +1
Kohn-Sham gap (spin up / spin down) in Ha: 0.25595 / 0.26294
ΔE to the lowest compared entry with this formula, charge and spin in eV: 5.626
LUMO energy (spin up / spin down) in eV: -6.124 / -5.897
Calculated total energy in eV: -10678.855
M in g mol⁻¹: 114.1

```
16
Properties=species:S:1:pos:R:3:forces:R:3
C -2.336075 0.998959 0.732678 -3.424 -0.897 0.953
C 0.586252 0.631383 0.877198 -0.499 1.141 0.100
C 1.702866 -0.003460 1.021256 0.454 -0.653 0.769
N -1.427286 1.860396 1.178855 1.060 -0.469 0.025
N -0.247727 1.504478 0.872747 -0.469 0.472 -0.047
N -2.114023 0.178564 -0.275145 0.518 0.155 0.287
N -2.817645 -0.877106 -0.475440 0.129 0.384 -0.402
N 2.821736 -0.440193 -1.277445 1.962 -3.789 0.023
H -3.351332 1.003319 1.313213 1.926 0.176 -1.225
H 2.387193 0.404922 1.751026 0.354 0.155 -0.168
H 1.909518 -0.949288 0.578790 -0.150 -0.371 0.075
H -3.511379 -1.287392 0.094666 -0.913 0.167 1.447
H -2.829779 -1.262698 -1.383953 0.601 -0.243 -1.147
H 3.212737 0.295326 -1.775233 0.850 2.179 -1.008
H 3.687883 -1.112647 -1.224242 -1.820 1.558 0.335
H 2.327058 -0.944558 -2.008977 -0.579 0.035 -0.018
```
Forces are in eV/Å.

---

Record 12
DFT (wB97M-V/def2-TZVPD) results for 2 unconnected molecules or ions with the total composition C3H8NO at a distorted geometry.

Properties
Charge: -1
Kohn-Sham gap in Ha: 0.22898
ΔE to the lowest compared entry with this formula, charge and spin in eV: 0.999
LUMO energy in eV: 4.134
Calculated total energy in eV: -6776.993
M in g mol⁻¹: 74.1

```
13
Properties=species:S:1:pos:R:3:forces:R:3
C -1.740587 -1.767559 0.527523 -0.122 -0.840 -0.196
O -0.429820 -1.986212 0.075327 -0.781 0.671 0.591
H -1.922001 -2.074896 1.570278 0.312 0.134 0.130
H -2.050514 -0.723733 0.434765 -0.133 -0.013 -0.124
H -2.399426 -2.428305 -0.056070 -0.255 0.361 -0.061
C 1.424740 2.330550 -0.395714 -0.704 -0.169 0.889
C 0.736063 1.122193 -0.358420 0.708 -0.347 -1.043
N 1.277349 -0.104540 -0.465065 -0.582 1.375 -0.209
H 2.400343 2.272686 0.085676 0.194 0.237 -0.381
H 0.848957 3.221124 -0.157860 0.067 0.145 -0.132
H -0.360586 1.116923 -0.427391 -0.105 0.260 0.449
H 2.205229 0.103959 -0.829218 0.353 -0.647 0.498
H 0.010255 -1.082190 -0.003831 1.047 -1.169 -0.412
```
Forces are in eV/Å.